[1]
Computed, not measured: the molecule C6H9I, with ωB97M-V/def2-TZVPD.

ΔE to the lowest compared entry with this formula, charge and spin = 0.592 eV
frontier orbital gap = 9.262 eV
lowest unoccupied orbital energy = 0.6 eV
highest occupied orbital energy = -8.6600 eV
SMILES string = C[C@H]1[C@@]2(C)C[C@]12I

Last column: Mulliken charge in e.
Cartesian coordinates (Å):
C  -0.399  0.281  -1.403  -0.6760
C  -0.035  -0.745  0.588  0.2887
C  0.122  0.609  -0.032  0.6471
C  -1.161  -0.144  -0.190  -0.2521
C  0.684  -2.005  0.176  -1.3001
C  0.495  1.940  0.513  -1.3695
I  -3.138  0.280  0.374  0.0891
H  -0.803  1.118  -1.965  0.2672
H  0.081  -0.453  -2.036  0.1023
H  -0.213  -0.750  1.774  0.2724
H  0.777  -2.086  -0.902  0.2788
H  0.141  -2.876  0.541  0.3412
H  1.680  -2.023  0.614  0.3275
H  -0.268  2.677  0.263  0.3131
H  1.441  2.277  0.089  0.3232
H  0.597  1.900  1.594  0.3471

***

[2]
Computed, not measured: a 2-piece molecular cluster, C6H9IN2 overall, with ωB97M-V/def2-TZVPD.

ΔE to the lowest compared entry with this formula, charge and spin = 0.861 eV
frontier orbital gap = 9.406 eV
lowest unoccupied orbital energy = 0.7 eV
highest occupied orbital energy = -8.7033 eV
SMILES string = Cn1ccnc1.C=CI

Last column: Mulliken charge in e.
Cartesian coordinates (Å):
C  -0.365  1.168  0.565  -0.7670
C  -0.829  -0.738  1.474  -0.2349
C  -1.300  0.556  -0.254  0.0916
C  2.546  1.515  -1.275  -0.5920
C  -2.409  -1.706  -0.112  -0.8448
C  2.791  0.515  -0.488  -0.3673
N  -0.129  0.356  1.660  -0.5770
N  -1.504  -0.699  0.274  0.1525
I  4.306  0.256  0.922  0.0496
H  0.198  2.076  0.380  0.4867
H  -0.939  -1.514  2.146  0.4812
H  3.199  2.386  -1.167  0.2350
H  -1.882  0.918  -1.199  0.2875
H  1.736  1.424  -1.920  0.3595
H  -2.823  -1.321  -1.014  0.2599
H  -1.859  -2.692  -0.151  0.3249
H  -3.025  -2.063  0.638  0.3589
H  2.288  -0.437  -0.479  0.2956

***

[3]
Computed, not measured: C6H9IN3 as an isolated structure, with ωB97M-V/def2-TZVPD.

multiplicity = 3
frontier orbital gap (spin up / spin down) = 8.481 / 6.513 eV
lowest unoccupied orbital energy (spin up / spin down) = -3.8 / -7.1 eV
highest occupied orbital energy (spin up / spin down) = -12.2670 / -13.5899 eV
expectation value of S² = 2.01
total charge = +1

Last column: Mulliken charge in e.
Cartesian coordinates (Å):
C  0.899  -0.132  1.058  0.0285
C  1.251  1.062  1.114  -0.1656
C  -1.095  0.510  0.467  0.4508
C  -0.195  -2.299  -0.791  -1.1165
C  1.180  2.453  -0.807  -0.6359
C  -0.810  -1.867  0.545  -0.0643
N  -0.775  1.741  0.436  -0.5929
N  -0.328  -0.544  0.761  0.0644
N  0.700  2.150  0.511  0.0955
I  -3.181  0.340  0.193  0.1847
H  0.891  -2.021  -0.875  0.3414
H  -0.337  -3.398  -0.970  0.3779
H  -0.602  -1.738  -1.638  0.3166
H  0.497  3.181  -1.220  0.3475
H  2.139  2.903  -0.689  0.3438
H  1.069  1.447  -1.288  0.2680
H  -1.905  -1.808  0.409  -0.0647
H  -0.240  -2.582  1.233  0.3339
H  0.765  3.119  1.161  0.4868

***

[4]
Computed, not measured: C6H9InMgO5 as an isolated structure, with ωB97M-V/def2-TZVPD.

multiplicity = 2
frontier orbital gap (spin up / spin down) = 4.247 / 4.211 eV
lowest unoccupied orbital energy (spin up / spin down) = -6.4 / -6.5 eV
highest occupied orbital energy (spin up / spin down) = -10.6735 / -10.7016 eV
expectation value of S² = 0.76
total charge = +1

Last column: Mulliken charge in e.
Cartesian coordinates (Å):
O  -1.663  -1.868  -1.277  -0.5767
C  -2.100  -1.757  0.021  -0.4549
C  -2.501  -0.396  0.349  -0.0156
O  -1.824  0.608  -0.354  -0.6990
Mg  -0.502  -0.335  -1.559  0.9230
H  -2.837  -2.516  0.330  0.3976
H  -3.585  -0.219  0.282  0.3730
O  0.253  1.370  1.637  -0.4976
C  0.087  0.076  1.992  -0.4578
C  0.715  -0.998  1.251  -0.2089
O  1.022  -0.712  -0.110  -0.4009
C  2.188  0.076  -0.423  -0.2256
C  1.832  0.895  -1.615  -0.3545
O  0.600  1.432  -1.609  -0.5649
In  -0.493  1.934  -0.018  1.2498
H  0.155  -0.115  3.078  0.4193
H  1.567  -1.490  1.728  0.4560
H  3.048  -0.582  -0.612  0.3802
H  2.398  0.693  0.469  0.3553
H  2.607  1.330  -2.252  0.4157
H  -0.622  -1.885  0.959  0.2199
H  -1.532  -0.248  1.599  0.2665

***

[5]
Computed, not measured: C6H9LiO7V as an isolated structure, with ωB97M-V/def2-TZVPD.

multiplicity = 5
frontier orbital gap (spin up / spin down) = 9.004 / 8.736 eV
lowest unoccupied orbital energy (spin up / spin down) = -3.8 / -4.3 eV
highest occupied orbital energy (spin up / spin down) = -12.7894 / -13.0088 eV
expectation value of S² = 6.01
total charge = +1

Last column: Mulliken charge in e.
Cartesian coordinates (Å):
O  -1.128  -0.610  -2.826  -0.8277
C  -2.033  -0.889  -1.965  1.3301
O  -2.053  -2.041  -1.465  -0.7519
V  -0.256  -2.408  -2.388  0.9764
O  -2.804  0.084  -1.566  -0.3274
C  -3.238  0.140  -0.188  -0.1864
C  -2.105  0.352  0.754  -0.9090
H  -3.810  -0.766  0.047  0.3102
H  -3.936  0.991  -0.182  0.2773
H  -2.184  -0.201  1.692  0.3646
H  -1.793  1.391  0.885  0.4404
C  2.826  0.870  1.704  -0.3760
C  1.689  0.060  1.127  -0.0568
O  2.227  -0.832  0.172  -0.3156
C  1.731  -0.860  -1.068  0.9654
O  1.440  0.229  -1.591  -0.7018
O  1.282  -1.990  -1.439  -0.8035
O  2.272  1.819  2.587  -0.5107
Li  0.245  0.681  -2.942  0.9244
H  3.400  1.354  0.895  0.2782
H  3.520  0.190  2.228  0.2811
H  0.528  0.531  0.742  0.0169
H  2.956  2.434  2.864  0.3201
H  1.223  -0.530  1.928  0.2816

***

[6]
Computed, not measured: C6H9MgO5Tb as an isolated structure, with ωB97M-V/def2-TZVPD.

multiplicity = 8
frontier orbital gap (spin up / spin down) = 6.720 / 6.382 eV
lowest unoccupied orbital energy (spin up / spin down) = -4.3 / -4.6 eV
highest occupied orbital energy (spin up / spin down) = -11.0104 / -11.0224 eV
expectation value of S² = 16.50
total charge = +1

Last column: Mulliken charge in e.
Cartesian coordinates (Å):
O  2.493  1.093  0.513  -0.6427
C  2.776  -0.236  0.442  -0.5620
C  2.366  -0.864  -0.750  -0.0549
O  1.291  -0.306  -1.422  -0.6966
Tb  0.822  1.415  -0.319  1.7764
H  3.754  -0.542  0.842  0.3768
H  3.134  -1.239  -1.437  0.3765
O  -1.090  -1.914  -0.485  -0.7754
C  -0.278  -2.027  0.610  -0.0534
C  -0.317  -0.974  1.659  -0.4667
O  -0.542  0.342  1.138  -0.1569
C  -1.896  0.763  0.885  -0.1372
C  -1.853  1.643  -0.316  -0.5709
O  -1.052  1.232  -1.313  -0.6937
Mg  -0.575  -0.661  -1.839  1.1441
H  -0.327  -3.013  1.110  0.4202
H  -1.062  -1.148  2.443  0.4841
H  -2.303  1.280  1.766  0.3271
H  -2.484  -0.155  0.702  0.3126
H  -2.667  2.342  -0.531  0.4235
H  0.976  -0.931  1.991  0.1171
H  1.013  -1.921  0.182  0.0518

***

[7]
Computed, not measured: the molecule C6H9N, with ωB97M-V/def2-TZVPD.

ΔE to the lowest compared entry with this formula, charge and spin = 0.011 eV
frontier orbital gap = 8.709 eV
lowest unoccupied orbital energy = 1.0 eV
highest occupied orbital energy = -7.6794 eV
SMILES string = Cc1ccc(C)[nH]1

Last column: Mulliken charge in e.
Cartesian coordinates (Å):
C  1.945  -0.592  -1.544  -1.1404
C  0.911  -0.483  -0.466  0.3775
C  0.804  -1.102  0.755  -0.5673
C  -0.360  -0.592  1.404  -0.5677
C  -0.934  0.328  0.561  0.3775
C  -2.108  1.232  0.751  -1.1399
N  -0.158  0.378  -0.576  -0.0863
H  2.314  0.396  -1.846  0.3088
H  2.806  -1.163  -1.186  0.2919
H  1.570  -1.096  -2.444  0.2701
H  1.501  -1.834  1.148  0.3971
H  -0.724  -0.855  2.393  0.3918
H  -2.748  1.272  -0.139  0.3238
H  -2.716  0.877  1.589  0.2923
H  -1.781  2.257  0.970  0.2608
H  -0.321  0.978  -1.371  0.2099

***

[8]
Computed, not measured: a 2-piece molecular cluster, C6H9N overall, with ωB97M-V/def2-TZVPD.

ΔE to the lowest compared entry with this formula, charge and spin = 2.495 eV
frontier orbital gap = 9.050 eV
lowest unoccupied orbital energy = -0.2 eV
highest occupied orbital energy = -9.2524 eV
SMILES string = C=C1N=CC=C1C.[H][H]

Last column: Mulliken charge in e.
Cartesian coordinates (Å):
C  -0.032  1.709  0.204  -0.7476
C  0.697  0.604  0.297  0.4547
C  0.265  -0.783  0.249  0.5853
C  -1.155  -1.201  0.120  -1.2404
C  1.419  -1.479  0.258  -0.5460
C  2.507  -0.515  0.325  -0.2019
N  2.101  0.710  0.312  -0.6398
H  -1.092  1.791  0.272  0.2906
H  -2.909  1.842  -1.406  -0.0069
H  0.286  2.727  0.115  0.2941
H  -1.256  -2.278  0.133  0.3446
H  -1.652  -0.852  -0.789  0.2744
H  -1.811  -0.837  0.907  0.3178
H  1.519  -2.541  0.356  0.4198
H  3.542  -0.821  0.476  0.3842
H  -2.344  1.997  -1.880  0.0170

***

[9]
Computed, not measured: the molecule C6H9N, with ωB97M-V/def2-TZVPD.

ΔE to the lowest compared entry with this formula, charge and spin = 2.854 eV
frontier orbital gap = 8.533 eV
lowest unoccupied orbital energy = 0.8 eV
highest occupied orbital energy = -7.6933 eV
SMILES string = Cc1ccc(C)[nH]1

Last column: Mulliken charge in e.
Cartesian coordinates (Å):
C  -2.488  -0.291  0.082  -1.1848
C  -1.077  0.168  0.165  0.2845
C  -0.544  1.387  0.450  -0.4442
C  0.903  1.382  0.282  -0.5646
C  1.177  0.026  -0.015  0.5765
C  2.471  -0.720  -0.191  -1.2333
N  0.002  -0.657  -0.064  -0.0345
H  -2.751  -0.932  0.928  0.2755
H  -3.143  0.584  0.102  0.2986
H  -2.692  -0.838  -0.845  0.3233
H  -1.076  2.294  0.712  0.4450
H  0.467  1.964  -0.603  0.1140
H  2.565  -1.163  -1.190  0.3095
H  3.309  -0.039  -0.032  0.2953
H  2.571  -1.537  0.541  0.3091
H  -0.092  -1.634  -0.296  0.2302

***

[10]
Computed, not measured: C6H9N as an isolated structure, with ωB97M-V/def2-TZVPD.

ΔE to the lowest compared entry with this formula, charge and spin = 6.941 eV
frontier orbital gap = 7.164 eV
lowest unoccupied orbital energy = 0.1 eV
highest occupied orbital energy = -7.0710 eV

Last column: Mulliken charge in e.
Cartesian coordinates (Å):
C  1.877  -0.140  -0.182  -0.2835
N  0.677  0.243  -0.057  0.1047
C  -0.234  0.738  1.059  -0.3929
C  -0.960  1.521  -0.067  -0.5439
C  -0.587  0.247  -0.869  -0.1424
C  -1.359  -0.912  -0.140  -0.8689
C  -1.082  -0.520  1.139  -0.3559
H  2.206  -0.566  -1.126  0.3286
H  2.547  -0.090  0.672  0.2564
H  0.787  -2.642  -1.221  0.1008
H  0.270  1.212  1.905  0.4662
H  -0.456  2.441  -0.392  0.2751
H  -2.027  1.665  0.095  0.3578
H  -0.439  0.234  -1.951  0.3890
H  0.124  -2.418  -0.936  -0.1009
H  -1.343  -1.011  2.073  0.4097

***

[11]
Computed, not measured: a 2-piece molecular cluster, C6H9N overall, with ωB97M-V/def2-TZVPD.

ΔE to the lowest compared entry with this formula, charge and spin = 5.992 eV
frontier orbital gap (spin up / spin down) = 9.311 / 9.310 eV
lowest unoccupied orbital energy (spin up / spin down) = 0.7 / 0.7 eV
highest occupied orbital energy (spin up / spin down) = -8.6286 / -8.6283 eV
SMILES string = C1C2=N[C@H]12.C=CC

Last column: Mulliken charge in e.
Cartesian coordinates (Å):
C  -1.921  -0.020  -0.528  -0.2107
C  -2.077  -0.471  0.913  -0.2571
C  -1.020  0.641  0.764  -0.0658
C  1.042  -1.110  -0.868  -0.9902
C  1.783  1.037  0.141  -0.9966
C  1.264  -0.348  0.189  0.1956
N  -1.448  1.254  -0.341  -0.3134
H  -2.996  0.008  1.339  0.2535
H  -1.739  -1.446  1.224  0.2669
H  -1.576  -0.482  -1.399  0.3216
H  0.870  -2.146  -0.905  0.3709
H  1.163  -0.565  -1.859  0.2481
H  2.778  1.122  -0.298  0.3166
H  1.583  1.731  1.020  0.2810
H  1.092  1.508  -0.643  0.2711
H  1.202  -0.713  1.251  0.3085

***

[12]
Computed, not measured: the molecule C6H9N, with ωB97M-V/def2-TZVPD.

ΔE to the lowest compared entry with this formula, charge and spin = 0.960 eV
frontier orbital gap = 11.918 eV
lowest unoccupied orbital energy = 0.9 eV
highest occupied orbital energy = -11.0624 eV
SMILES string = CC1(C#N)CCC1

Last column: Mulliken charge in e.
Cartesian coordinates (Å):
C  -1.816  0.039  0.388  -1.6626
C  -0.347  0.313  0.081  1.4666
C  0.771  -0.344  0.949  -0.8699
C  1.590  -0.575  -0.342  -0.5106
C  0.279  -0.421  -1.141  -0.8613
C  -0.116  1.764  -0.008  -0.0102
N  0.081  2.903  -0.068  -0.5309
H  -2.443  0.411  -0.429  0.3635
H  -2.135  0.528  1.314  0.3688
H  -1.984  -1.039  0.484  0.4166
H  0.424  -1.295  1.367  0.3049
H  1.208  0.264  1.746  0.3065
H  2.288  0.248  -0.535  0.2590
H  2.125  -1.525  -0.440  0.3509
H  0.301  0.116  -2.093  0.3020
H  -0.227  -1.386  -1.273  0.3067

***

> Number 7 is which compound?

C6H9N